# 1
ORCA calculation (ωB97M-V with the def2-TZVPD basis set) on a single C19H17BrF3N3O3 molecule.

CARTESIAN COORDINATES (ANGSTROEM)
O: -0.564 -3.423 -0.348
C: 0.150 -2.546 0.113
C: 1.602 -2.838 0.370
C: 2.304 -3.574 -0.573
C: 3.625 -3.920 -0.347
C: 4.245 -3.554 0.837
Br: 6.048 -4.068 1.071
C: 3.543 -2.842 1.808
C: 4.172 -2.441 3.120
F: 3.304 -1.771 3.897
F: 4.587 -3.504 3.827
F: 5.233 -1.636 2.941
C: 2.224 -2.487 1.560
N: -0.322 -1.317 0.469
C: 0.476 -0.094 0.401
C: 0.289 0.579 -0.960
C: -1.167 0.771 -1.377
C: -1.986 -0.491 -1.119
C: -1.748 -1.066 0.273
C: -1.339 1.339 -2.811
C: -2.027 2.585 -2.217
N: -1.807 2.021 -0.883
C: -1.994 2.549 0.339
O: -1.648 2.016 1.382
C: -2.653 3.890 0.327
C: -3.994 4.236 -0.002
N: -4.238 5.496 0.207
O: -3.059 6.030 0.688
C: -2.143 5.063 0.764
H: 1.803 -3.884 -1.480
H: 4.180 -4.483 -1.084
H: 1.672 -1.941 2.313
H: 0.152 0.568 1.201
H: 1.528 -0.325 0.544
H: 0.804 1.543 -0.976
H: 0.756 -0.051 -1.726
H: -3.046 -0.275 -1.274
H: -1.691 -1.243 -1.857
H: -2.281 -2.005 0.394
H: -2.067 -0.362 1.042
H: -0.397 1.547 -3.316
H: -1.970 0.731 -3.455
H: -1.513 3.532 -2.380
H: -3.079 2.700 -2.478
H: -4.784 3.603 -0.374
H: -1.177 5.344 1.149

Atoms 1-6, force components in eV/Å:
0.00 0.00 0.00
0.00 0.00 0.01
0.00 0.00 -0.01
0.00 0.00 0.00
0.00 0.00 0.00
0.00 0.00 0.00

Values from the calculation:
Kohn-Sham gap ... 9.710 eV
LUMO ... 0.25 eV
ΔE to the lowest compared entry with this formula, charge and spin ... 0.118 eV
Highest occupied orbital energy ... -9.5 eV
Total energy ... -3997.8201 a.u.
Largest force on an atom ... 0.004 Eh/bohr
Multiplicity ... 1

Want to see where the charge sits? The natural (NBO) charges in e are: number 1, O, carries -0.615; number 2, C, carries 0.666; number 3, C, carries -0.150; number 4, C, carries -0.137; number 5, C, carries -0.240; number 6, C, carries -0.041; number 7, Br, carries 0.097; number 8, C, carries -0.203; number 9, C, carries 0.980; number 10, F, carries -0.322; number 11, F, carries -0.316; number 12, F, carries -0.318; number 13, C, carries -0.111; number 14, N, carries -0.435; number 15, C, carries -0.231; number 16, C, carries -0.418; number 17, C, carries 0.158; number 18, C, carries -0.419; number 19, C, carries -0.235; number 20, C, carries -0.400; number 21, C, carries -0.203; number 22, N, carries -0.438; number 23, C, carries 0.677; number 24, O, carries -0.622; number 25, C, carries -0.279; number 26, C, carries -0.026; number 27, N, carries -0.106; number 28, O, carries -0.268; number 29, C, carries 0.171; number 30, H, carries 0.237; number 31, H, carries 0.235; number 32, H, carries 0.239; number 33, H, carries 0.239; number 34, H, carries 0.217; number 35, H, carries 0.220; number 36, H, carries 0.211; number 37, H, carries 0.217; number 38, H, carries 0.223; number 39, H, carries 0.240; number 40, H, carries 0.226; number 41, H, carries 0.215; number 42, H, carries 0.217; number 43, H, carries 0.203; number 44, H, carries 0.197; number 45, H, carries 0.224; number 46, H, carries 0.221

=====

# 2
ORCA calculation (ωB97M-V with the def2-TZVPD basis set) on C8H11NO as an isolated structure at a distorted geometry.

CARTESIAN COORDINATES (ANGSTROEM)
N: 0.647 1.582 -0.746
C: 0.070 1.162 0.224
C: -1.072 1.088 1.155
C: -2.306 1.956 0.934
C: -3.253 1.348 -0.080
C: -2.727 0.339 -1.094
C: -2.144 -0.799 -0.223
C: -2.006 -0.172 1.164
C: -3.206 0.794 1.309
H: -0.677 1.250 2.168
H: -2.386 3.001 1.233
H: -4.093 1.991 -0.349
H: -3.542 -0.020 -1.736
H: -1.969 0.784 -1.754
H: -2.846 -1.643 -0.167
H: -1.188 -1.186 -0.604
H: -1.810 -0.880 1.975
H: -4.025 0.741 2.024
O: 1.844 -0.124 0.423
H: 1.908 0.603 -0.568
H: 1.292 -0.912 0.455

Atoms 1-6, force components in eV/Å:
-2.61 -1.05 3.27
0.74 3.47 -4.82
0.60 -0.68 0.89
-0.04 0.36 -0.13
-0.14 0.09 -0.02
0.08 0.08 -0.29

Values from the calculation:
Kohn-Sham gap ... 10.078 eV
LUMO ... 0.76 eV
ΔE to the lowest compared entry with this formula, charge and spin ... 4.519 eV
Highest occupied orbital energy ... -9.3 eV
Total energy ... -441.2815 a.u.
Largest force on an atom ... 0.116 Eh/bohr
Multiplicity ... 1

Want to see where the charge sits? The natural (NBO) charges in e are: number 1, N, carries -0.480; number 2, C, carries 0.440; number 3, C, carries -0.342; number 4, C, carries -0.193; number 5, C, carries -0.221; number 6, C, carries -0.419; number 7, C, carries -0.406; number 8, C, carries -0.187; number 9, C, carries -0.239; number 10, H, carries 0.255; number 11, H, carries 0.232; number 12, H, carries 0.237; number 13, H, carries 0.218; number 14, H, carries 0.226; number 15, H, carries 0.216; number 16, H, carries 0.213; number 17, H, carries 0.227; number 18, H, carries 0.234; number 19, O, carries -1.015; number 20, H, carries 0.532; number 21, H, carries 0.471

=====

# 3
ORCA calculation (ωB97M-V with the def2-TZVPD basis set) on C44H25Cl88FI2N5O2PS as an isolated structure at a distorted geometry.

CARTESIAN COORDINATES (ANGSTROEM)
C: 7.179 -5.892 -2.900
C: 5.884 -6.212 -2.068
I: 5.187 -8.262 -2.222
C: 5.221 -5.291 -1.293
I: 3.437 -5.983 -0.252
C: 5.753 -3.841 -1.170
C: 7.163 -3.694 -0.714
C: 7.843 -2.395 -0.569
C: 9.337 -2.184 -0.143
N: 10.155 -2.096 -1.402
C: 7.043 -1.196 -0.862
O: 7.607 0.142 -0.750
C: 7.888 0.472 -2.068
N: 8.161 1.062 -3.019
C: 5.653 -1.336 -1.272
C: 4.949 -2.625 -1.466
N: 3.570 -2.741 -1.920
P: 3.581 -2.400 -3.662
N: 4.242 -3.589 -4.494
C: 2.680 -1.757 -1.288
C: 1.317 -2.183 -0.874
C: 0.781 -3.643 -1.137
C: -0.186 -3.525 -2.391
O: -1.354 -2.735 -2.152
C: -0.657 -4.907 -2.962
N: -1.502 -4.749 -4.192
C: 0.418 -1.231 -0.197
C: 0.815 0.208 0.095
C: 2.152 0.618 -0.360
C: 2.608 2.104 -0.097
C: 3.119 2.306 1.374
F: 2.071 2.363 2.318
C: 3.019 -0.353 -1.017
S: 4.684 0.187 -1.581
H: 7.001 -4.934 -3.463
H: 7.405 -6.749 -3.581
H: 8.048 -5.790 -2.192
H: 7.779 -4.598 -0.468
H: 9.698 -2.987 0.544
H: 9.384 -1.162 0.333
H: 9.569 -1.539 -2.041
H: 10.182 -3.022 -1.847
H: 2.243 -2.222 -4.153
H: 4.391 -1.246 -3.924
H: 3.549 -3.927 -5.171
H: 1.678 -4.222 -1.498
H: 0.298 -4.093 -0.235
H: 0.420 -3.010 -3.195
H: -1.919 -3.132 -1.466
H: 0.207 -5.562 -3.270
H: -1.286 -5.501 -2.237
H: -0.987 -5.130 -4.988
H: -1.638 -3.759 -4.411
H: -0.598 -1.555 0.131
H: 0.150 0.938 0.597
H: 3.396 2.443 -0.818
H: 1.682 2.734 -0.225
H: 3.925 1.564 1.647
H: 3.633 3.314 1.398
C: 3.633 4.787 4.555
Cl: 2.154 5.454 3.842
Cl: 4.108 5.767 5.956
Cl: 3.340 3.118 5.074
Cl: 4.932 4.811 3.349
C: 6.783 8.245 2.398
Cl: 5.655 9.036 1.282
Cl: 8.146 9.329 2.726
Cl: 5.948 7.860 3.912
Cl: 7.381 6.746 1.667
C: -3.709 0.597 -0.025
Cl: -3.962 2.184 0.717
Cl: -4.362 0.599 -1.673
Cl: -1.971 0.255 -0.078
Cl: -4.533 -0.648 0.937
C: 4.924 -5.160 3.908
Cl: 3.214 -5.617 4.026
Cl: 5.331 -4.761 2.228
Cl: 5.224 -3.733 4.894
Cl: 5.933 -6.508 4.466
C: 5.107 -4.045 8.919
Cl: 5.284 -2.340 8.461
Cl: 4.010 -4.173 10.306
Cl: 4.444 -4.954 7.552
Cl: 6.692 -4.707 9.356
C: 0.126 -0.486 3.915
Cl: 0.100 1.039 4.820
Cl: 1.154 -0.306 2.478
Cl: 0.771 -1.777 4.949
Cl: -1.523 -0.902 3.411
C: -5.611 -4.371 -5.339
Cl: -3.892 -4.487 -4.914
Cl: -6.361 -5.972 -5.191
Cl: -6.419 -3.234 -4.238
Cl: -5.782 -3.785 -7.007
C: -8.001 -0.520 -8.999
Cl: -7.635 -0.919 -7.313
Cl: -9.325 -1.545 -9.577
Cl: -8.480 1.184 -9.115
Cl: -6.561 -0.798 -9.999
C: -6.713 3.358 3.715
Cl: -7.783 4.189 2.569
Cl: -5.296 4.371 4.047
Cl: -7.588 3.055 5.227
Cl: -6.181 1.823 3.011
C: 9.570 3.264 0.305
Cl: 9.729 4.964 -0.170
Cl: 8.491 3.144 1.701
Cl: 8.879 2.328 -1.025
Cl: 11.165 2.612 0.726
C: 6.561 -0.101 3.610
Cl: 4.853 -0.546 3.784
Cl: 6.916 0.186 1.900
Cl: 6.884 1.372 4.545
Cl: 7.590 -1.415 4.202
C: -9.800 1.195 8.518
Cl: -10.992 -0.039 8.979
Cl: -10.488 2.228 7.251
Cl: -9.389 2.191 9.925
Cl: -8.337 0.404 7.906
C: -13.334 -2.757 7.421
Cl: -13.778 -1.292 6.527
Cl: -14.399 -4.089 6.940
Cl: -11.652 -3.184 7.058
Cl: -13.508 -2.463 9.162
C: -11.336 -0.073 -12.931
Cl: -9.617 -0.188 -12.521
Cl: -12.085 -1.675 -12.788
Cl: -12.134 1.053 -11.818
Cl: -11.513 0.515 -14.593
C: -2.623 5.979 1.092
Cl: -4.343 5.566 1.232
Cl: -2.220 6.265 -0.609
Cl: -2.287 7.439 2.040
Cl: -1.640 4.637 1.709
C: -14.760 -0.613 -17.177
Cl: -14.392 -1.016 -15.492
Cl: -16.087 -1.636 -17.755
Cl: -15.237 1.091 -17.286
Cl: -13.322 -0.888 -18.177
C: 10.953 10.815 -0.302
Cl: 9.842 9.516 0.163
Cl: 10.194 11.829 -1.543
Cl: 11.329 11.803 1.121
Cl: 12.449 10.114 -0.946
C: -8.672 -0.608 13.135
Cl: -9.600 -0.678 11.627
Cl: -9.779 -0.370 14.500
Cl: -7.781 -2.125 13.354
Cl: -7.527 0.744 13.061
C: -0.736 4.610 -4.321
Cl: -0.953 6.233 -3.640
Cl: -1.353 4.578 -5.982
Cl: 0.988 4.196 -4.322
Cl: -1.626 3.433 -3.336
C: 11.208 12.870 5.101
Cl: 11.543 12.514 6.805
Cl: 9.910 11.811 4.522
Cl: 10.707 14.562 4.938
Cl: 12.674 12.593 4.141
C: -17.150 -7.296 8.093
Cl: -18.871 -7.696 8.230
Cl: -16.752 -6.975 6.394
Cl: -16.799 -5.856 9.067
Cl: -16.178 -8.656 8.680
C: -2.021 -1.994 -7.338
Cl: -3.283 -2.074 -8.578
Cl: -0.761 -0.855 -7.847
Cl: -2.738 -1.444 -5.807
Cl: -1.307 -3.601 -7.130

Atoms 1-6, force components in eV/Å:
-0.60 -0.31 0.54
-0.13 0.85 0.46
0.70 1.06 -0.13
0.69 -0.60 -0.93
0.80 0.78 -0.62
0.67 1.03 0.49

Values from the calculation:
Kohn-Sham gap ... 7.680 eV
LUMO ... -0.83 eV
ΔE to the lowest compared entry with this formula, charge and spin ... 4.026 eV
Highest occupied orbital energy ... -8.5 eV
Total energy ... -44046.9990 a.u.
Largest force on an atom ... 0.093 Eh/bohr
Multiplicity ... 1

Results of the Löwdin charge analysis, in e, for atoms 1 through 99: number 1, C, carries -0.144; number 2, C, carries -0.747; number 3, I, carries 0.754; number 4, C, carries -0.663; number 5, I, carries 0.842; number 6, C, carries -0.162; number 7, C, carries 0.016; number 8, C, carries -0.104; number 9, C, carries -0.189; number 10, N, carries 0.012; number 11, C, carries -0.253; number 12, O, carries -0.203; number 13, C, carries -0.479; number 14, N, carries 0.149; number 15, C, carries -0.315; number 16, C, carries -0.217; number 17, N, carries -0.170; number 18, P, carries 0.762; number 19, N, carries -0.296; number 20, C, carries -0.228; number 21, C, carries -0.107; number 22, C, carries -0.126; number 23, C, carries -0.356; number 24, O, carries -0.059; number 25, C, carries -0.188; number 26, N, carries -0.152; number 27, C, carries -0.118; number 28, C, carries -0.252; number 29, C, carries -0.219; number 30, C, carries -0.129; number 31, C, carries -0.205; number 32, F, carries -0.167; number 33, C, carries -0.337; number 34, S, carries 0.981; number 35, H, carries 0.088; number 36, H, carries 0.053; number 37, H, carries 0.069; number 38, H, carries 0.122; number 39, H, carries 0.124; number 40, H, carries 0.109; number 41, H, carries 0.053; number 42, H, carries 0.071; number 43, H, carries 0.027; number 44, H, carries 0.015; number 45, H, carries -0.049; number 46, H, carries 0.008; number 47, H, carries 0.129; number 48, H, carries 0.128; number 49, H, carries 0.109; number 50, H, carries 0.126; number 51, H, carries 0.124; number 52, H, carries 0.028; number 53, H, carries -0.032; number 54, H, carries 0.038; number 55, H, carries 0.032; number 56, H, carries 0.096; number 57, H, carries 0.129; number 58, H, carries 0.104; number 59, H, carries 0.085; number 60, C, carries -2.006; number 61, Cl, carries 0.537; number 62, Cl, carries 0.519; number 63, Cl, carries 0.529; number 64, Cl, carries 0.495; number 65, C, carries -2.009; number 66, Cl, carries 0.534; number 67, Cl, carries 0.479; number 68, Cl, carries 0.498; number 69, Cl, carries 0.487; number 70, C, carries -1.970; number 71, Cl, carries 0.481; number 72, Cl, carries 0.539; number 73, Cl, carries 0.652; number 74, Cl, carries 0.520; number 75, C, carries -2.009; number 76, Cl, carries 0.518; number 77, Cl, carries 0.474; number 78, Cl, carries 0.449; number 79, Cl, carries 0.533; number 80, C, carries -2.028; number 81, Cl, carries 0.514; number 82, Cl, carries 0.523; number 83, Cl, carries 0.484; number 84, Cl, carries 0.523; number 85, C, carries -1.961; number 86, Cl, carries 0.536; number 87, Cl, carries 0.699; number 88, Cl, carries 0.525; number 89, Cl, carries 0.528; number 90, C, carries -1.997; number 91, Cl, carries 0.574; number 92, Cl, carries 0.521; number 93, Cl, carries 0.504; number 94, Cl, carries 0.473; number 95, C, carries -2.030; number 96, Cl, carries 0.506; number 97, Cl, carries 0.499; number 98, Cl, carries 0.518; number 99, Cl, carries 0.506

=====

Question: ΔE to the lowest compared entry with this formula, charge and spin of number 1 (C19H17BrF3N3O3)?
Answer: 0.118 eV